Record 1
Formula: C3H11NS2
Source: the Open Molecules 2025 dataset
Level of theory: ωB97M-V/def2-TZVPD

Last column: Löwdin charge in e.
Element x y z (Å)
C: 1.483775 -0.355477 -2.258218  -0.11
C: 2.365125 -0.087760 -1.046690  -0.35
N: 1.638133 -0.431584 0.181265  -0.03
H: 2.072263 -0.472570 -3.171273  0.07
H: 0.949382 -1.290770 -2.088939  0.06
H: 0.738581 0.429825 -2.404610  0.07
H: 3.307540 -0.636419 -1.146624  0.10
H: 2.603888 0.975421 -0.985152  0.10
H: 1.093955 -1.280072 0.072924  0.05
H: 2.252465 -0.619905 0.964827  0.06
C: -2.180026 0.420829 2.511366  -0.49
S: -2.897623 -0.608801 1.218102  0.33
S: -3.178960 0.649883 -0.387749  0.27
H: -1.257031 0.893135 2.187805  0.03
H: -2.024601 -0.263119 3.348630  0.03
H: -2.931258 1.121607 2.885535  0.03
H: -4.035611 1.555784 0.118794  -0.20

Atomic forces in eV per Å
C -0.0051 -0.0173 0.0399
C -0.1456 -0.0181 0.2175
N -0.1385 -0.1525 0.2644
H -0.0628 0.1344 0.0761
H -0.0620 -0.0957 -0.1651
H 0.0738 -0.0786 0.0309
H 0.0046 -0.0405 -0.0140
H 0.1569 -0.0071 -0.1000
H 0.0080 0.0444 -0.2163
H 0.1283 0.2463 -0.0989
C -0.4281 -0.0790 0.1973
S -0.3392 -0.0263 -0.0629
S 0.3966 0.1477 0.0497
H -0.0094 0.0519 0.0996
H 0.3380 -0.0760 -0.1297
H 0.2473 0.2006 -0.3070
H -0.1627 -0.2342 0.1184

Results
charge = 0
SMILES string = CCN.CSS
relative energy (zero: lowest compared OMol25 entry of this formula, charge and spin) = 0.2630 eV
electronic energy = -972.0085 Eh
Kohn-Sham gap = 9.2949 eV

---

Record 2
Formula: C3H11O
Source: the Open Molecules 2025 dataset
Level of theory: ωB97M-V/def2-TZVPD

Last column: Löwdin spin population.
Element x y z (Å)
O: -1.967577 -0.083009 -1.715068  0.37
H: -1.933876 -0.226059 -2.729714  0.17
H: -2.910040 -0.376911 -1.402293  0.18
H: -1.623514 0.847760 -1.423150  0.15
C: 0.987338 -1.280272 0.415451  0.01
C: 0.459146 -0.060922 1.156092  0.01
C: 0.800421 1.266764 0.504412  0.03
H: 0.579413 -1.315260 -0.595213  0.02
H: 2.069424 -1.201585 0.342794  0.00
H: 0.701304 -2.187845 0.944368  0.00
H: -0.612445 -0.156345 1.363714  0.01
H: 0.832566 -0.041565 2.190354  0.00
H: 0.604531 1.224998 -0.571625  0.03
H: 1.847585 1.532431 0.614280  0.00
H: 0.165731 2.057814 0.905605  0.01

Atomic forces in eV per Å
O 0.2816 -0.4548 -0.1154
H 0.0884 0.2120 0.0138
H -0.0330 0.3163 0.1877
H -0.3653 -0.0775 -0.0914
C -0.1932 0.4181 0.1771
C -0.1326 -0.0370 0.9978
C -0.5148 -0.0716 -0.3852
H -0.0033 -0.0727 -0.0324
H 0.1505 -0.2458 -0.0403
H 0.1700 -0.1274 -0.0897
H -0.1161 0.0666 -0.5923
H 0.3325 -0.1144 -0.2036
H -0.0067 0.0155 -0.0306
H 0.1253 0.0342 0.1426
H 0.2166 0.1385 0.0619

Results
charge = 0
relative energy (zero: lowest compared OMol25 entry of this formula, charge and spin) = 0.0000 eV
electronic energy = -195.9907 Eh
Kohn-Sham gap (spin up / spin down) = 6.4225 / 11.6785 eV
multiplicity = 2

---

Record 3
Formula: C3H11O2S
Source: the Open Molecules 2025 dataset
Level of theory: ωB97M-V/def2-TZVPD

Last column: Löwdin charge in e.
Element x y z (Å)
C: 1.632154 -0.980464 0.917713  -0.14
C: 0.965439 -1.317219 -0.453474  -0.42
C: -0.186109 -0.536947 -0.799236  -0.82
S: -1.778542 -1.325642 -0.719019  0.32
H: 0.756995 -1.071185 1.535047  0.04
H: 2.239532 -1.834654 1.414491  0.07
H: 2.343026 -0.079502 1.117330  0.09
H: 0.643484 -2.331142 -0.462953  0.05
H: 1.779295 -1.353262 -1.214903  0.10
H: -0.056597 0.377823 -0.139977  0.05
H: -0.078460 -0.106167 -1.781096  0.04
H: -3.358472 0.768070 0.847741  0.02
H: -2.743993 0.457508 -0.522462  -0.19
O: -3.167710 1.152555 -0.035107  -0.18
H: -0.231393 2.339461 0.604278  0.10
H: 0.666104 2.860424 -0.637893  0.03
O: 0.575251 2.980345 0.329517  -0.15

Atomic forces in eV per Å
C 1.3086 -1.4262 1.1480
C 4.5327 -1.6529 0.1371
C -1.0046 3.5856 0.0743
S -0.3131 -0.8982 0.1247
H -0.3565 1.1034 1.0345
H -0.5870 0.8403 -1.4006
H -1.9114 -1.0693 -0.8476
H -0.0936 -1.1508 0.5638
H -0.4789 0.4713 0.0050
H -0.8534 -0.5592 -0.4194
H 0.1281 0.1116 -0.6525
H 0.3716 0.1507 -1.1146
H 0.7526 -1.6934 -0.6039
O -1.4227 2.1642 1.9552
H 2.7439 2.1463 -1.2465
H -0.2965 -0.1364 0.8490
O -2.5198 -1.9869 0.3935

Results
charge = -1
relative energy (zero: lowest compared OMol25 entry of this formula, charge and spin) = 1.6227 eV
electronic energy = -669.5613 Eh
Kohn-Sham gap = 6.7124 eV

---

What did the first record say?
Formula: C3H11NS2
Source: the Open Molecules 2025 dataset
Level of theory: ωB97M-V/def2-TZVPD

Last column: Löwdin charge in e.
Element x y z (Å)
C: 1.483775 -0.355477 -2.258218  -0.11
C: 2.365125 -0.087760 -1.046690  -0.35
N: 1.638133 -0.431584 0.181265  -0.03
H: 2.072263 -0.472570 -3.171273  0.07
H: 0.949382 -1.290770 -2.088939  0.06
H: 0.738581 0.429825 -2.404610  0.07
H: 3.307540 -0.636419 -1.146624  0.10
H: 2.603888 0.975421 -0.985152  0.10
H: 1.093955 -1.280072 0.072924  0.05
H: 2.252465 -0.619905 0.964827  0.06
C: -2.180026 0.420829 2.511366  -0.49
S: -2.897623 -0.608801 1.218102  0.33
S: -3.178960 0.649883 -0.387749  0.27
H: -1.257031 0.893135 2.187805  0.03
H: -2.024601 -0.263119 3.348630  0.03
H: -2.931258 1.121607 2.885535  0.03
H: -4.035611 1.555784 0.118794  -0.20

Atomic forces in eV per Å
C -0.0051 -0.0173 0.0399
C -0.1456 -0.0181 0.2175
N -0.1385 -0.1525 0.2644
H -0.0628 0.1344 0.0761
H -0.0620 -0.0957 -0.1651
H 0.0738 -0.0786 0.0309
H 0.0046 -0.0405 -0.0140
H 0.1569 -0.0071 -0.1000
H 0.0080 0.0444 -0.2163
H 0.1283 0.2463 -0.0989
C -0.4281 -0.0790 0.1973
S -0.3392 -0.0263 -0.0629
S 0.3966 0.1477 0.0497
H -0.0094 0.0519 0.0996
H 0.3380 -0.0760 -0.1297
H 0.2473 0.2006 -0.3070
H -0.1627 -0.2342 0.1184

Results
charge = 0
SMILES string = CCN.CSS
relative energy (zero: lowest compared OMol25 entry of this formula, charge and spin) = 0.2630 eV
electronic energy = -972.0085 Eh
Kohn-Sham gap = 9.2949 eV